The following is a quantum chemistry calculation of a 6-piece molecular cluster, C30H52F3N5O11S2 overall, from OMol25.

gap between HOMO and LUMO	6.91	eV
E_HOMO	-8.88	eV
calculated total energy	-91727.973	eV
LUMO level	-1.97	eV

Cartesian coordinates (Å):
C (-7.16, -0.20, 2.31)
C (-6.05, -0.31, 1.10)
C (-5.36, 1.05, 0.45)
C (-4.22, 0.90, -0.72)
C (-3.75, -0.61, -1.28)
C (-2.58, -0.62, -2.42)
C (-1.04, -0.45, -1.79)
C (-0.85, -1.15, -0.29)
C (-0.93, -2.81, -0.44)
C (-1.28, -3.58, 0.97)
F (-0.78, -4.99, 1.10)
C (-2.08, -3.03, 2.10)
F (-1.57, -1.93, 2.96)
F (-3.42, -3.61, 2.46)
O (-0.31, -1.45, -2.64)
S (1.33, -0.94, -2.55)
O (2.22, -1.69, -1.52)
O (2.05, -0.90, -3.94)
O (1.19, 0.61, -1.79)
C (-0.21, 0.93, -2.12)
S (-0.83, 2.58, -1.50)
C (-1.40, 2.60, 0.28)
O (-1.91, 3.25, -2.44)
O (0.41, 3.56, -1.57)
C (-4.48, -1.96, -0.64)
C (-5.63, -1.83, 0.56)
H (-6.63, -0.62, 3.29)
H (-8.14, -0.83, 2.13)
H (-7.37, 0.94, 2.53)
H (-5.63, 2.16, 0.79)
H (-3.73, 1.86, -1.18)
H (-2.66, -1.66, -2.98)
H (-2.78, 0.28, -3.17)
H (0.24, -0.95, 0.15)
H (-1.60, -0.73, 0.50)
H (0.12, -3.25, -0.80)
H (-1.80, -3.11, -1.20)
H (-0.25, 0.97, -3.30)
H (-1.83, 1.58, 0.67)
H (-2.23, 3.45, 0.36)
H (-0.50, 3.01, 0.94)
H (-4.14, -3.01, -1.07)
H (-6.15, -2.78, 1.04)
C (3.70, 1.89, -3.79)
N (3.65, 3.10, -4.59)
C (2.42, 3.87, -4.62)
C (4.72, 3.54, -5.33)
O (4.75, 4.55, -6.02)
H (2.93, 1.20, -4.15)
H (3.50, 2.15, -2.75)
H (4.68, 1.42, -3.87)
H (2.06, 3.93, -5.65)
H (2.62, 4.88, -4.25)
H (1.65, 3.40, -3.99)
H (5.60, 2.89, -5.24)
C (6.50, 0.44, -0.80)
N (6.05, 1.64, -0.13)
C (5.82, 2.84, -0.91)
C (5.84, 1.67, 1.24)
O (5.46, 2.65, 1.87)
H (7.45, 0.65, -1.30)
H (5.75, 0.16, -1.55)
H (6.63, -0.39, -0.10)
H (6.47, 3.63, -0.53)
H (4.78, 3.15, -0.78)
H (6.03, 2.66, -1.96)
H (6.04, 0.71, 1.73)
C (-7.68, 5.49, 5.29)
N (-7.99, 4.56, 4.22)
C (-9.32, 3.98, 4.17)
C (-7.08, 4.23, 3.25)
O (-7.28, 3.46, 2.32)
H (-7.80, 4.97, 6.25)
H (-8.37, 6.34, 5.24)
H (-6.65, 5.85, 5.21)
H (-9.23, 2.89, 4.22)
H (-9.79, 4.25, 3.22)
H (-9.93, 4.34, 5.00)
H (-6.10, 4.73, 3.38)
C (1.48, -5.05, 3.48)
N (1.43, -4.15, 4.62)
C (0.34, -3.20, 4.72)
C (2.39, -4.18, 5.61)
O (2.41, -3.45, 6.60)
H (1.54, -4.45, 2.57)
H (0.57, -5.65, 3.47)
H (2.35, -5.71, 3.54)
H (0.76, -2.19, 4.75)
H (-0.20, -3.39, 5.65)
H (-0.33, -3.30, 3.87)
H (3.17, -4.94, 5.44)
C (5.98, -4.47, -3.87)
N (5.94, -3.58, -2.73)
C (4.85, -2.63, -2.64)
C (6.89, -3.60, -1.74)
O (6.91, -2.88, -0.76)
H (6.04, -3.88, -4.79)
H (5.07, -5.08, -3.88)
H (6.85, -5.13, -3.82)
H (5.26, -1.62, -2.61)
H (4.30, -2.81, -1.71)
H (4.17, -2.73, -3.49)
H (7.67, -4.36, -1.92)

***

The following is a quantum chemistry calculation of C45H52GaN3OSSi as an isolated structure, from OMol25.

gap between HOMO and LUMO	6.13	eV
E_HOMO	-6.22	eV
calculated total energy	-125120.491	eV
LUMO level	-0.09	eV

Cartesian coordinates (Å):
Ga (-0.29, 0.46, 0.57)
C (0.14, -0.57, 4.14)
C (1.66, -0.58, 4.30)
C (2.20, -1.99, 4.03)
C (2.42, 0.48, 3.52)
C (3.36, 1.24, 4.21)
C (4.11, 2.22, 3.59)
C (3.91, 2.48, 2.24)
C (2.98, 1.74, 1.50)
C (2.79, 2.07, 0.03)
C (4.06, 1.80, -0.78)
C (2.30, 3.50, -0.17)
C (2.26, 0.73, 2.15)
N (1.32, -0.03, 1.40)
C (1.87, -1.01, 0.54)
C (1.12, -1.45, -0.52)
N (-0.12, -0.89, -0.74)
C (-0.76, -1.03, -2.00)
C (-1.93, -1.80, -2.09)
C (-2.56, -1.92, -3.32)
C (-2.05, -1.30, -4.45)
C (-0.90, -0.54, -4.35)
C (-0.24, -0.39, -3.13)
C (0.99, 0.51, -3.06)
C (0.59, 1.98, -3.22)
C (2.06, 0.13, -4.08)
C (-2.49, -2.53, -0.89)
C (-2.38, -4.05, -1.07)
C (-3.93, -2.12, -0.59)
C (1.88, -2.47, -1.26)
C (1.65, -3.28, -2.34)
C (2.70, -4.15, -2.76)
C (3.91, -4.20, -2.13)
C (4.16, -3.38, -1.00)
C (5.37, -3.30, -0.25)
C (5.45, -2.43, 0.81)
C (4.36, -1.60, 1.21)
C (3.19, -1.66, 0.51)
C (3.13, -2.55, -0.60)
H (-0.31, -1.17, 4.93)
H (-0.12, -1.01, 3.18)
H (-0.28, 0.43, 4.19)
H (1.87, -0.35, 5.35)
H (2.01, -2.28, 3.00)
H (1.70, -2.71, 4.69)
H (3.27, -2.06, 4.21)
H (3.50, 1.05, 5.27)
H (4.84, 2.79, 4.15)
H (4.49, 3.25, 1.75)
H (2.02, 1.40, -0.36)
H (4.88, 2.45, -0.45)
H (3.89, 2.00, -1.84)
H (4.39, 0.76, -0.67)
H (3.04, 4.22, 0.17)
H (1.37, 3.68, 0.39)
H (2.10, 3.69, -1.23)
H (-3.47, -2.51, -3.40)
H (-2.56, -1.39, -5.40)
H (-0.51, -0.04, -5.23)
H (1.44, 0.39, -2.07)
H (0.10, 2.14, -4.18)
H (1.47, 2.62, -3.17)
H (-0.11, 2.29, -2.44)
H (1.72, 0.32, -5.11)
H (2.33, -0.92, -4.00)
H (2.96, 0.72, -3.92)
H (-1.87, -2.27, -0.03)
H (-2.97, -4.39, -1.93)
H (-2.74, -4.57, -0.19)
H (-1.34, -4.34, -1.25)
H (-4.60, -2.41, -1.40)
H (-4.02, -1.04, -0.46)
H (-4.29, -2.61, 0.32)
H (0.72, -3.26, -2.89)
H (2.52, -4.79, -3.62)
H (4.68, -4.87, -2.49)
H (6.22, -3.91, -0.52)
H (6.37, -2.37, 1.37)
H (4.49, -0.93, 2.05)
C (-6.43, 3.55, 1.38)
Si (-5.13, 2.94, 0.17)
C (-4.11, 4.39, -0.42)
C (-5.94, 2.06, -1.27)
C (-4.09, 1.64, 1.09)
C (-4.74, 0.82, 2.00)
C (-4.09, -0.22, 2.67)
C (-2.77, -0.44, 2.39)
N (-2.11, 0.34, 1.52)
C (-2.73, 1.36, 0.90)
S (-1.60, 2.22, -0.14)
H (-7.02, 4.34, 0.91)
H (-5.97, 3.96, 2.28)
H (-7.13, 2.77, 1.69)
H (-4.81, 5.16, -0.79)
H (-3.45, 4.13, -1.24)
H (-3.51, 4.84, 0.37)
H (-6.58, 2.74, -1.84)
H (-6.55, 1.22, -0.93)
H (-5.18, 1.67, -1.95)
H (-5.79, 0.98, 2.21)
H (-4.62, -0.85, 3.37)
H (-2.20, -1.24, 2.84)
O (-0.77, 3.02, 3.44)
C (-0.16, 2.50, 2.65)

***

The following is a quantum chemistry calculation of C15H31AlClN4O4S as an isolated structure, from OMol25.

gap between HOMO and LUMO	6.29	eV
E_HOMO	-4.50	eV
total charge	-1
calculated total energy	-60164.104	eV
LUMO level	1.79	eV

Cartesian coordinates (Å):
O (-1.15, 3.90, 0.38)
Al (0.39, 4.36, -0.58)
Cl (-0.20, 6.00, -2.02)
C (1.28, 2.77, -1.53)
C (0.68, 2.45, -2.99)
C (-0.27, 1.15, -3.04)
C (-1.05, 0.83, -1.68)
C (-2.47, 0.08, -1.92)
C (-3.60, 0.90, -1.10)
C (-4.99, 0.11, -1.20)
S (-6.26, 0.87, -2.33)
C (-6.09, 2.69, -2.39)
N (-6.19, 3.44, -3.63)
N (-6.04, 4.75, -3.24)
C (-5.88, 4.82, -1.81)
O (-5.89, 3.50, -1.25)
H (-1.13, 2.99, 0.72)
H (1.44, 4.95, 0.48)
H (2.38, 3.09, -1.70)
H (1.36, 1.83, -0.86)
H (1.59, 2.23, -3.67)
H (0.13, 3.37, -3.42)
H (0.31, 0.24, -3.46)
H (-1.07, 1.37, -3.85)
H (-1.30, 1.83, -1.17)
H (-0.33, 0.21, -1.01)
H (-2.78, 0.05, -3.02)
H (-2.43, -0.97, -1.44)
H (-3.32, 0.96, 0.00)
H (-3.62, 1.97, -1.51)
H (-4.74, -0.93, -1.65)
H (-5.38, -0.12, -0.14)
H (-5.73, 5.77, -1.20)
C (4.73, -0.30, 1.39)
C (3.79, -0.19, 0.21)
O (3.51, 0.88, -0.29)
N (3.26, -1.35, -0.28)
C (3.49, -2.70, 0.19)
H (5.07, 0.69, 1.68)
H (4.21, -0.75, 2.24)
H (5.60, -0.91, 1.12)
H (2.65, -1.21, -1.07)
H (3.91, -3.28, -0.64)
H (2.53, -3.13, 0.48)
H (4.17, -2.73, 1.03)
C (1.71, -3.38, 3.62)
C (2.93, -4.25, 3.68)
O (3.97, -3.95, 3.11)
N (2.86, -5.40, 4.41)
C (1.72, -5.90, 5.14)
H (1.91, -2.50, 3.01)
H (0.88, -3.93, 3.17)
H (1.43, -3.05, 4.62)
H (3.71, -5.94, 4.41)
H (2.00, -6.01, 6.19)
H (1.45, -6.89, 4.74)
H (0.86, -5.24, 5.07)

***

The following is a quantum chemistry calculation of C25H29FeGeIN7O3S as an isolated structure, from OMol25.

multiplicity	2
gap between HOMO and LUMO (alpha / beta)	5.89 / 5.40	eV
E_HOMO (alpha / beta)	-6.29 / -5.79	eV
calculated total energy	-152805.125	eV
LUMO level (alpha / beta)	-0.40 / -0.39	eV

Cartesian coordinates (Å):
Fe (0.22, -0.94, 0.89)
N (4.83, 2.61, -4.22)
C (4.38, 1.75, -3.22)
C (4.19, 2.23, -1.92)
C (3.75, 1.38, -0.92)
C (3.53, 0.05, -1.20)
C (3.73, -0.45, -2.49)
C (4.16, 0.40, -3.49)
S (2.92, -1.04, 0.04)
O (2.43, -0.21, 1.13)
O (3.94, -2.00, 0.38)
N (1.57, -1.70, -0.56)
C (1.61, -3.06, -0.85)
N (2.56, -3.54, -1.67)
C (2.61, -4.85, -1.85)
C (1.70, -5.72, -1.27)
C (0.70, -5.12, -0.54)
N (0.63, -3.82, -0.32)
H (4.70, 3.59, -4.07)
H (4.72, 2.31, -5.17)
H (4.38, 3.28, -1.71)
H (3.58, 1.75, 0.09)
H (3.54, -1.50, -2.68)
H (4.32, 0.02, -4.49)
H (3.40, -5.21, -2.50)
H (1.77, -6.79, -1.40)
H (-0.09, -5.73, -0.09)
I (0.45, 3.68, -2.73)
C (0.50, 3.03, -0.75)
C (0.73, 3.93, 0.28)
C (0.70, 3.43, 1.57)
C (0.40, 2.09, 1.78)
N (0.18, 1.24, 0.78)
C (0.26, 1.70, -0.47)
H (0.92, 4.97, 0.09)
H (0.87, 4.09, 2.42)
H (0.33, 1.68, 2.78)
H (0.11, 0.96, -1.25)
C (-2.52, -3.82, 1.44)
Ge (-2.53, -1.92, 1.86)
C (-1.27, -1.50, 3.30)
C (-4.36, -1.44, 2.42)
C (-2.01, -0.98, 0.24)
H (-2.65, -4.42, 2.35)
H (-1.56, -4.06, 0.98)
H (-3.32, -4.06, 0.74)
H (-1.42, -0.50, 3.71)
H (-0.23, -1.57, 2.92)
H (-1.37, -2.22, 4.12)
H (-4.68, -2.11, 3.22)
H (-5.04, -1.57, 1.58)
H (-4.45, -0.41, 2.78)
H (-1.94, -1.58, -0.66)
N (-3.19, 2.99, 3.14)
C (-3.22, 3.49, 1.86)
O (-3.27, 4.67, 1.64)
C (-3.09, 2.49, 0.74)
C (-3.27, 2.93, -0.56)
C (-3.08, 2.01, -1.58)
C (-2.70, 0.72, -1.30)
N (-2.50, 0.30, -0.03)
C (-2.72, 1.19, 0.98)
H (-3.40, 3.69, 3.83)
H (-3.61, 2.09, 3.31)
H (-3.55, 3.96, -0.73)
H (-3.22, 2.29, -2.62)
H (-2.52, -0.01, -2.07)
H (-2.52, 0.82, 1.97)